(1)
94
Properties=species:S:1:pos:R:3 method="wB97M-V/def2-TZVPD" orbital_gap_ha=0.3344 e_above_lowest_kcal_mol=211.2 total_charge=0
N 34.70 -2.16 5.97
C 34.66 -3.16 6.76
N 34.15 -4.13 6.07
O 34.88 -3.19 8.04
H 35.12 -1.39 6.46
H 34.06 -1.89 5.22
H 34.23 -4.11 5.00
H 33.89 -4.96 6.57
N 30.04 -2.54 13.26
C 30.30 -1.25 13.17
N 31.03 -0.94 12.16
O 29.74 -0.35 14.05
H 29.55 -2.92 14.07
H 30.81 -3.27 13.08
H 31.19 0.08 12.08
H 31.37 -1.64 11.56
C 30.69 -7.64 11.96
C 32.02 -7.35 11.38
C 33.08 -8.36 11.86
O 32.06 -7.36 10.10
H 29.93 -7.02 11.42
H 30.62 -7.52 13.06
H 30.36 -8.64 11.73
H 32.20 -6.40 11.78
H 32.94 -8.59 12.85
H 34.05 -7.97 11.91
H 33.06 -9.31 11.27
H 31.85 -8.31 9.93
C 34.47 -2.57 12.61
C 34.08 -3.11 11.24
C 34.37 -4.60 11.14
O 32.86 -3.09 11.12
H 35.53 -2.71 12.88
H 34.03 -2.98 13.54
H 34.32 -1.49 12.63
H 34.54 -2.50 10.44
H 35.48 -4.74 11.00
H 33.88 -5.03 10.27
H 33.98 -5.08 12.02
H 32.47 -3.22 10.19
C 35.52 0.40 9.99
C 34.04 0.11 9.90
C 33.34 1.49 9.97
O 33.67 -0.37 8.81
H 35.83 1.20 9.35
H 36.14 -0.48 9.78
H 35.67 0.92 10.91
H 33.79 -0.58 10.75
H 32.31 1.44 9.95
H 33.72 2.01 9.06
H 33.63 2.14 10.80
H 33.94 -1.36 8.69
C 32.35 -1.08 18.05
C 31.76 -1.29 16.62
C 32.60 -2.24 15.78
O 30.64 -1.83 16.77
H 33.30 -0.57 18.07
H 32.68 -2.05 18.58
H 31.77 -0.44 18.66
H 31.63 -0.31 16.25
H 32.20 -2.47 14.72
H 32.73 -3.23 16.26
H 33.50 -1.71 15.56
H 29.96 -1.14 16.89
C 33.01 1.05 13.86
C 31.78 1.99 13.80
C 32.05 3.48 14.06
O 31.05 1.90 12.75
H 33.70 1.32 14.64
H 33.50 1.02 12.94
H 32.81 0.06 14.08
H 31.07 1.73 14.66
H 32.42 3.68 14.98
H 31.10 4.00 14.00
H 32.66 3.84 13.26
H 30.07 2.02 12.99
C 32.57 -6.00 14.76
O 31.73 -4.96 14.41
H 33.23 -5.95 13.94
H 32.14 -7.00 14.69
H 33.21 -5.75 15.65
H 30.94 -5.08 14.92
C 31.50 -4.20 8.41
O 31.45 -2.92 8.84
H 31.64 -4.84 9.32
H 32.37 -4.37 7.84
H 30.62 -4.54 7.93
H 30.78 -2.85 9.52
C 34.30 -6.77 7.97
O 32.94 -6.64 7.77
H 34.82 -7.39 7.31
H 34.32 -7.13 8.98
H 34.82 -5.81 8.00
H 32.37 -6.65 8.56

=====

(2)
18
Properties=species:S:1:pos:R:3 method="wB97M-V/def2-TZVPD" orbital_gap_ha=0.4371 e_above_lowest_kcal_mol=0.0 total_charge=0
C -0.57 0.44 -1.50
C 0.12 0.36 -0.13
C -0.92 0.75 0.94
C 1.27 1.37 -0.06
Si 0.54 -1.51 0.26
F 1.75 -1.58 1.31
F 1.17 -2.19 -1.05
C -0.73 -2.82 0.91
N -1.41 -3.66 1.32
H 0.14 0.33 -2.31
H -1.33 -0.33 -1.60
H -1.07 1.41 -1.60
H -0.48 0.72 1.94
H -1.31 1.75 0.77
H -1.77 0.06 0.93
H 2.00 1.20 -0.84
H 0.85 2.36 -0.20
H 1.76 1.34 0.91

=====

(3)
10
Properties=species:S:1:pos:R:3 method="wB97M-V/def2-TZVPD" orbital_gap_ha=0.3181 total_charge=0
O -1.61 0.83 -0.79
C -0.45 0.65 -0.97
O 0.14 0.63 -2.20
N 0.51 0.46 0.10
Br 0.94 2.10 0.88
P 0.17 -0.83 1.18
S 1.00 -0.82 2.91
H 0.00 -0.22 -2.64
H 0.52 -1.90 0.36
H -1.23 -0.90 1.17

=====

The calculation returns the following molar mass values, one per record and in order: 516.7, 149.2, 204.0 g mol⁻¹.
The calculation returns the following energy values, one per record and in order: -48141.23288, -20137.40872, -96836.11309 eV.
The calculation returns the following E_LUMO values, one per record and in order: 0.014, 0.024, -0.026 Ha.